A 12-piece molecular cluster, C57H120F18N3O20P2S6 overall at a distorted geometry. Source: OMol25; level of theory: wB97M-V/def2-TZVPD.

```
! RIJCOSX wB97M-V def2-TZVPD def2/J DEFGRID3
* xyz -1 1
C -1.3410 1.2987 -0.2828
C -1.8534 0.0945 0.5253
C -3.3836 -0.0300 0.6230
O -3.5873 -0.9642 1.7273
C -4.9010 -1.3776 1.9157
N -1.2523 -1.1583 -0.1335
H -0.2632 -1.0223 -0.1520
H -1.4461 -1.9288 0.4449
H -1.6660 -1.0312 -1.1340
H -1.8186 1.3434 -1.3122
H -0.2582 1.1753 -0.5198
H -1.5150 2.2264 0.2748
H -1.5587 0.1385 1.5490
H -3.8949 -0.3816 -0.2615
H -3.8153 0.9224 1.0067
H -5.7066 -0.5888 1.7851
H -4.9679 -1.6029 3.0018
H -5.1599 -2.3583 1.4032
C -2.0235 -1.3315 6.1128
C -1.9536 0.1379 5.4474
C -1.6576 -0.1175 3.9503
O -0.2906 -0.3950 3.9736
C 0.0750 -1.5520 3.0674
N -3.2359 0.8411 5.5483
H -3.4583 1.4827 4.8250
H -4.0973 0.2124 5.4938
H -3.3695 1.4134 6.8041
H -0.9654 -1.5964 6.3241
H -2.2724 -2.1710 5.3823
H -2.6261 -1.5146 6.9706
H -1.3353 0.8044 6.1268
H -1.9045 0.8612 3.3844
H -2.2859 -0.8774 3.5831
H 0.5259 -2.3122 3.6610
H 0.8412 -1.2541 2.3831
H -0.8467 -1.9484 2.6829
C 3.9321 -2.0076 5.2567
C 2.9363 -1.1355 6.0637
C 3.2012 0.3925 5.8745
C 2.4330 0.8872 4.6899
N 2.8867 2.2611 4.3216
C 2.4571 3.2989 5.3458
C 0.9908 3.5854 5.0540
C 0.9390 3.4208 3.5685
C 2.0504 2.6162 3.0889
C 4.3654 2.4131 4.0209
C 4.8276 1.4660 2.9124
C 6.2320 1.8631 2.3673
H 4.9645 -1.9146 5.6885
H 3.8941 -1.6377 4.2483
H 3.6147 -3.0937 5.2843
H 2.9444 -1.3596 7.1322
H 1.8864 -1.2638 5.7005
H 4.3308 0.5681 5.8620
H 2.8700 0.8354 6.7786
H 1.3982 1.1423 4.8870
H 2.5404 0.2260 3.8422
H 2.9692 4.1823 5.1392
H 2.7045 2.9031 6.3853
H 0.6734 4.5183 5.4873
H 0.3411 2.8001 5.4689
H 1.0687 4.3798 3.0845
H -0.0569 3.1142 3.2704
H 2.5824 3.1845 2.3339
H 1.7372 1.6448 2.6285
H 4.8846 2.3310 4.9554
H 4.4409 3.4348 3.6320
H 4.1165 1.4313 2.1010
H 4.8393 0.4144 3.2729
H 6.9678 1.8859 3.1985
H 6.2393 2.7686 1.6878
H 6.6026 0.9946 1.7795
C -1.1493 -9.7466 -0.1933
C -1.3388 -9.7593 -1.6817
C -1.7995 -8.3768 -2.1583
C -1.0011 -7.1452 -1.6174
P -1.1951 -5.6408 -2.6265
C -0.9831 -6.0895 -4.3981
C -0.9696 -4.8241 -5.2585
C -0.9712 -5.1143 -6.7562
C -2.0456 -6.2554 -7.0963
C 0.1990 -4.6355 -2.1783
C 1.6233 -5.1261 -2.5720
C 2.6801 -4.3311 -1.8429
C 2.7476 -4.6303 -0.3089
C -2.7364 -4.6589 -2.3635
C -3.9041 -5.1897 -3.1934
C -4.8700 -4.1727 -3.7779
C -6.0903 -4.7803 -4.4597
H -0.9067 -10.7234 0.2230
H -2.0308 -9.4777 0.3318
H -0.4207 -8.9729 0.1145
H -2.1758 -10.3784 -1.9255
H -0.4592 -10.1086 -2.1523
H -2.8089 -8.2498 -1.8134
H -1.9095 -8.5253 -3.2242
H 0.0829 -7.3245 -1.7204
H -1.1184 -6.8710 -0.5578
H -1.8072 -6.7323 -4.6725
H -0.0653 -6.6329 -4.4528
H -0.1899 -4.1602 -5.0227
H -1.9674 -4.3454 -5.0188
H 0.0227 -5.3854 -7.0731
H -1.1692 -4.1870 -7.2375
H -1.8219 -7.1894 -6.5667
H -2.1868 -6.3879 -8.1875
H -3.0438 -5.8911 -6.8358
H 0.1998 -4.4791 -1.0579
H -0.0305 -3.6668 -2.5863
H 1.6789 -4.9740 -3.6578
H 1.7933 -6.2118 -2.4285
H 2.6951 -3.2468 -2.0055
H 3.7009 -4.6466 -2.2358
H 3.6489 -4.3189 0.1301
H 2.5547 -5.7302 -0.2891
H 2.0650 -3.9949 0.2170
H -2.4071 -3.6179 -2.6607
H -3.0754 -4.5884 -1.2762
H -4.3802 -5.9372 -2.5580
H -3.5359 -5.7556 -3.9948
H -4.4005 -3.6371 -4.5561
H -5.0613 -3.4155 -3.0544
H -5.8159 -5.5988 -5.1096
H -6.6565 -3.9655 -5.0166
H -6.8300 -5.0741 -3.6752
C -0.7773 7.8811 0.1098
C -0.5816 6.4350 -0.2223
C 0.4376 6.0698 -1.2949
C 0.7078 4.5545 -1.3508
P 1.4355 3.7734 -2.7766
C 1.3805 2.0181 -2.5380
C 2.1467 1.3076 -3.6915
C 1.8595 -0.1886 -3.7339
C 2.8122 -0.9782 -4.5964
C 3.1478 4.3679 -3.0445
C 3.9697 3.9049 -1.8011
C 5.4729 4.2232 -1.7084
C 6.2462 3.2722 -2.6995
C 0.3187 4.1145 -4.1475
C -1.2139 3.8109 -3.7865
C -2.1268 4.0410 -5.0546
C -2.4802 5.5155 -5.2031
H 0.0132 8.5026 0.4895
H -1.6623 7.8555 0.7672
H -1.0371 8.4284 -0.8476
H -1.5401 6.1205 -0.5351
H -0.2955 5.8715 0.7166
H 1.3333 6.5772 -0.9930
H 0.1169 6.5456 -2.2108
H -0.2772 4.0386 -1.2654
H 1.3120 4.2282 -0.5418
H 0.3577 1.7352 -2.5725
H 1.8291 1.7779 -1.6165
H 3.2659 1.4637 -3.5611
H 1.8366 1.7357 -4.6846
H 0.8329 -0.2688 -4.0335
H 2.0222 -0.6326 -2.7269
H 2.5148 -0.9322 -5.6476
H 2.7579 -2.0338 -4.4131
H 3.8695 -0.7185 -4.5348
H 3.1574 5.4090 -3.2315
H 3.4631 4.0242 -4.0527
H 3.8557 2.8127 -1.6563
H 3.4671 4.4167 -0.9423
H 5.8431 3.9516 -0.7336
H 5.5880 5.2691 -1.8967
H 5.8464 2.2727 -2.5197
H 7.2649 3.2197 -2.3151
H 6.1737 3.6237 -3.7392
H 0.6643 3.4248 -4.8898
H 0.3084 5.1388 -4.5011
H -1.5630 4.4759 -2.9807
H -1.3812 2.8136 -3.4833
H -3.0497 3.4092 -4.9424
H -1.6674 3.6872 -5.9458
H -3.0728 5.7327 -6.0926
H -1.5586 6.1004 -5.2586
H -3.0033 5.9623 -4.3098
C -2.8116 4.8880 6.5639
F -1.7605 5.6909 6.3484
F -3.6905 5.7591 7.0283
F -3.2640 4.6168 5.2482
S -2.2710 3.5293 7.8549
O -2.1156 4.2818 9.0675
O -3.3885 2.5425 7.7036
O -1.0440 2.9735 7.2955
C 4.3057 -0.4102 -0.6456
F 5.1113 -1.4519 -0.2902
F 4.9276 0.7659 -0.4369
F 4.0483 -0.4751 -2.0071
S 2.7372 -0.4139 0.3703
O 3.3309 -0.8807 1.6039
O 2.2981 0.9453 0.3318
O 1.7436 -1.2803 -0.2391
C 3.0496 7.4353 1.5778
F 3.2937 7.2883 0.2593
F 3.3958 8.6618 1.8868
F 1.7168 7.3359 1.8030
S 3.9125 6.0384 2.5557
O 3.7944 4.9687 1.5995
O 5.2860 6.5875 2.7593
O 3.1124 5.7863 3.7335
C -4.4356 4.1765 1.2047
F -3.6742 5.1307 1.7885
F -4.2099 3.0958 1.9393
F -5.7406 4.5016 1.2558
S -3.9169 3.9770 -0.5605
O -4.2936 5.1649 -1.2867
O -2.4739 3.7701 -0.6390
O -4.7535 2.8427 -0.9500
C -3.7999 0.3807 -4.0707
F -3.9773 0.9977 -5.2721
F -3.6306 1.3045 -3.1046
F -4.9384 -0.3005 -3.7989
S -2.3664 -0.7051 -4.0710
O -2.5253 -1.7355 -5.0647
O -1.2855 0.2253 -4.2105
O -2.4689 -1.2207 -2.6630
C -1.8409 -5.0937 3.1539
F -2.1882 -6.2816 3.6210
F -2.6741 -4.0951 3.6258
F -0.5916 -4.8833 3.6415
S -1.8197 -4.9614 1.3012
O -1.4806 -3.5711 1.0281
O -0.7598 -5.8803 1.0110
O -3.1139 -5.2950 0.8854
*
```

Computed properties:
- max |F| (eV Å⁻¹) = 5.5
- frontier orbital gap (eV) = 8.3881
- DFT total energy (eV) = -238981.756
- LUMO (eV) = 1.499

---

A 2-piece molecular cluster, C2H6NS2 overall at a distorted geometry. Source: OMol25; level of theory: wB97M-V/def2-TZVPD.

```
! RIJCOSX wB97M-V def2-TZVPD def2/J DEFGRID3
* xyz 1 1
C 0.9863 0.1395 -0.5438
C -1.1606 -0.6258 0.2328
N -0.1870 0.5015 0.2757
S 2.4922 0.9527 -0.1144
S 2.0765 -1.0854 0.1367
H 0.6298 0.3099 -2.0687
H -1.6983 -0.5073 -0.7420
H -0.7033 -1.5004 0.5363
H -1.8660 -0.3540 0.9377
H 0.0871 0.7301 1.1938
H -0.6567 1.4393 0.1560
*
```

Computed properties:
- max |F| (eV Å⁻¹) = 4.9
- ΔE to the lowest compared entry with this formula, charge and spin (kJ/mol) = 241.7
- frontier orbital gap (eV) = 8.6512
- DFT total energy (eV) = -25321.717
- LUMO (eV) = -4.658

---

A 11-piece molecular cluster, C25H72O17S11 overall at a distorted geometry. Source: OMol25; level of theory: wB97M-V/def2-TZVPD.

```
! RIJCOSX wB97M-V def2-TZVPD def2/J DEFGRID3
* xyz 0 1
O -1.8206 6.9420 1.7605
S -2.6867 7.7218 0.8725
O -4.0855 7.9547 1.1537
O -1.9625 9.1933 0.5455
C -2.8673 10.3020 0.4426
C -3.8521 10.3561 -0.7592
C -2.4005 7.1752 -0.8665
H -2.2876 11.2178 0.5583
H -3.4813 10.3288 1.3428
H -3.3364 10.5336 -1.7029
H -4.4984 11.2142 -0.5747
H -4.4664 9.4593 -0.8390
H -1.5910 6.4491 -0.9415
H -2.3350 8.0110 -1.5632
H -3.2474 6.6165 -1.2647
O 6.3495 4.9958 -1.7243
S 7.4653 4.4106 -2.5444
O 7.6554 2.9393 -2.7187
O 7.3056 5.0844 -4.0788
C 7.9952 4.4787 -5.1754
C 7.2976 4.9655 -6.4611
C 9.1261 5.0769 -2.1340
H 7.8183 3.4032 -5.1796
H 9.0765 4.6152 -5.1578
H 6.2234 4.9953 -6.2784
H 7.4836 4.1929 -7.2072
H 7.4940 5.9558 -6.8720
H 9.0926 6.1627 -2.2236
H 9.8993 4.4417 -2.5662
H 9.1589 4.8730 -1.0638
O -5.0709 0.0780 -8.5459
S -4.3117 0.6890 -7.4728
O -3.1923 -0.0634 -6.8843
O -3.7380 2.1040 -8.0838
C -2.8077 2.7980 -7.3215
C -2.8487 4.2903 -7.4535
C -5.5737 1.2604 -6.2600
H -1.8757 2.3525 -7.6695
H -3.0169 2.5690 -6.2766
H -3.6249 4.6689 -6.7884
H -3.1416 4.6075 -8.4544
H -1.8752 4.7293 -7.2351
H -6.0746 0.3470 -5.9392
H -6.2427 1.9304 -6.8000
H -5.1202 1.8525 -5.4652
C 7.1039 -2.6597 -6.8244
S 7.4523 -3.3196 -8.5395
O 6.1736 -4.0194 -9.0603
C 7.7276 -1.6421 -9.4180
H 7.1797 -3.5343 -6.1784
H 6.0778 -2.2931 -6.7967
H 7.7757 -1.9318 -6.3695
H 7.9014 -1.9558 -10.4473
H 8.5635 -1.0710 -9.0139
H 6.8125 -1.0510 -9.3815
C 0.8602 -0.8779 -1.6833
S -0.4984 -0.9673 -0.4528
O -1.8277 -1.5701 -0.9972
C 0.1696 -2.1997 0.7536
H 0.4100 -0.6413 -2.6474
H 1.2827 -1.8635 -1.8792
H 1.6590 -0.1476 -1.5544
H 0.9650 -1.7530 1.3502
H 0.6530 -3.0277 0.2350
H -0.5403 -2.5151 1.5182
C 0.4390 -8.8054 6.1019
S 0.9768 -10.5359 5.8906
O 0.0883 -11.4750 6.7262
C 0.3306 -10.6485 4.1944
H 0.7469 -8.3789 7.0565
H -0.6494 -8.7709 6.0528
H 0.9391 -8.2122 5.3364
H -0.7489 -10.5107 4.1311
H 0.5118 -11.6763 3.8801
H 0.7868 -9.9499 3.4930
C -7.7261 -6.0705 -0.1817
S -6.4125 -5.9098 1.1462
O -6.8290 -6.7316 2.3450
C -4.9463 -6.6006 0.1937
H -7.3100 -5.6892 -1.1142
H -8.6364 -5.4787 -0.0860
H -7.9915 -7.1061 -0.3944
H -4.7277 -5.9738 -0.6708
H -5.3848 -7.5126 -0.2113
H -4.0662 -6.9096 0.7576
C -4.2327 -0.0780 10.0373
S -4.5473 -0.7233 8.3583
O -3.5343 -1.9192 8.2398
C -6.1976 -1.4520 8.5605
H -3.3167 0.5127 10.0504
H -4.1381 -0.9096 10.7356
H -5.0289 0.5844 10.3771
H -6.6824 -1.5855 7.5934
H -6.7311 -0.6965 9.1373
H -6.1654 -2.3746 9.1400
C 3.3674 -0.4251 7.5519
S 4.5871 0.5219 6.5452
O 4.8323 -0.3050 5.2546
C 3.4184 1.7872 6.0954
H 2.9175 -1.2105 6.9445
H 2.6359 0.1983 8.0660
H 3.9755 -0.9617 8.2802
H 2.7660 1.9929 6.9441
H 2.8162 1.5314 5.2236
H 3.9422 2.7008 5.8144
C 7.9093 -6.9330 3.2755
S 7.4806 -6.8517 1.4493
O 6.1425 -7.6348 1.3432
C 6.9758 -5.1349 1.3459
H 7.0891 -6.6166 3.9200
H 8.7274 -6.2741 3.5664
H 8.0859 -7.9680 3.5679
H 6.4586 -5.0830 0.3878
H 7.8980 -4.5541 1.3614
H 6.2106 -4.8751 2.0774
C -9.7435 3.9370 1.7898
S -8.7748 3.1523 3.1320
O -9.6765 2.3820 4.1326
C -7.9074 1.8552 2.0507
H -10.5034 4.6141 2.1799
H -10.3058 3.2511 1.1562
H -9.0682 4.4997 1.1451
H -8.4629 0.9174 2.0555
H -7.0094 1.6506 2.6337
H -7.5094 2.1843 1.0909
*
```

Computed properties:
- max |F| (eV Å⁻¹) = 4.6
- ΔE to the lowest compared entry with this formula, charge and spin (kJ/mol) = 414.3
- frontier orbital gap (eV) = 8.4899
- DFT total energy (eV) = -181073.811
- LUMO (eV) = -0.033

---

The molecule C4H5NOS2 at a distorted geometry. Source: OMol25; level of theory: wB97M-V/def2-TZVPD.

```
! RIJCOSX wB97M-V def2-TZVPD def2/J DEFGRID3
* xyz 0 1
C -0.3337 -0.8391 -2.1413
C 0.2388 -0.9245 1.5533
C -0.6870 1.5098 0.5751
C -0.5074 1.0331 -0.6593
H 0.0753 -1.8448 -2.1485
H -0.6229 -1.4687 1.2733
H 0.7853 -1.5032 2.2172
H -1.1664 2.4148 0.8014
H -0.8719 1.5189 -1.5646
N 0.0941 -0.1540 -1.0153
O -1.1128 -0.3546 -2.9446
S 1.2358 -0.8319 0.0269
S -0.1245 0.8396 2.1055
*
```

Computed properties:
- max |F| (eV Å⁻¹) = 3.2
- SMILES = O=CN1C=CSCS1
- ΔE to the lowest compared entry with this formula, charge and spin (kJ/mol) = 107.9
- frontier orbital gap (eV) = 8.8934
- DFT total energy (eV) = -29435.975
- LUMO (eV) = 0.470

---

C11H12NO6Yb as an isolated structure at a distorted geometry. Source: OMol25; level of theory: wB97M-V/def2-TZVPD.

```
! RIJCOSX wB97M-V def2-TZVPD def2/J DEFGRID3
* xyz 2 2
O -1.0442 2.1181 -1.9825
C -0.5271 1.2040 -1.4168
Yb -0.4953 -1.2297 -0.7035
C 1.9239 -2.0337 -0.6341
O 2.9246 -2.6380 -0.5909
C -0.0102 2.0826 1.1390
O -0.7124 1.2909 1.7875
C -2.8015 -0.3455 -0.4788
O -3.9084 -0.1370 -0.2362
C 0.5490 1.5622 -0.1651
O 1.7081 1.4213 -0.5357
H 0.0899 3.2039 1.3177
O -0.5573 -1.8170 1.2253
C -0.4145 -2.3477 2.3812
C -1.3828 -3.3427 2.9055
C -0.8084 -4.7395 2.7502
C 0.2287 -5.0923 3.7895
C 1.4818 -4.2078 3.7900
C 1.2436 -2.7727 4.2276
N 0.6286 -1.9842 3.1130
H -1.5897 -3.1562 3.9494
H -2.3489 -3.2069 2.4321
H -1.6176 -5.4708 2.7222
H -0.4066 -4.7933 1.7398
H -0.2551 -5.0257 4.7710
H 0.5349 -6.1328 3.6235
H 2.1741 -4.6426 4.5138
H 1.9765 -4.2681 2.8074
H 0.5826 -2.7022 5.1141
H 2.2145 -2.2898 4.4423
H 0.9821 -1.0478 2.9073
*
```

Computed properties:
- max |F| (eV Å⁻¹) = 6.9
- ⟨S²⟩ = 0.7603
- ΔE to the lowest compared entry with this formula, charge and spin (kJ/mol) = 0.0
- frontier orbital gap (alpha / beta) (eV) = 7.9376 / 6.9091
- DFT total energy (eV) = -56887.840
- LUMO (alpha / beta) (eV) = -8.309 / -9.388

---

The molecule C4H7NO2. Source: OMol25; level of theory: wB97M-V/def2-TZVPD.

```
! RIJCOSX wB97M-V def2-TZVPD def2/J DEFGRID3
* xyz 0 1
C 2.5300 -0.0976 -0.7917
N 1.2568 0.0545 -0.1909
C 0.0391 -0.1329 -0.1329
C -0.9010 1.0279 0.0573
O -2.1494 0.5424 -0.3899
C -2.0987 -0.8112 -0.0383
O -0.7619 -1.2541 -0.2710
H 2.3831 0.2599 -1.8131
H 3.2294 0.6410 -0.3768
H 3.0208 -1.0845 -0.8263
H -0.5346 1.8366 -0.5741
H -0.9126 1.3450 1.1092
H -2.7741 -1.3821 -0.6746
H -2.3661 -0.9316 1.0269
*
```

Computed properties:
- max |F| (eV Å⁻¹) = 0.7
- SMILES = C/N=C1/COCO1
- ΔE to the lowest compared entry with this formula, charge and spin (kJ/mol) = 263.2
- frontier orbital gap (eV) = 9.5621
- DFT total energy (eV) = -9844.552
- LUMO (eV) = 0.912

---

A 2-piece molecular cluster, C4H12OS overall at a distorted geometry. Source: OMol25; level of theory: wB97M-V/def2-TZVPD.

```
! RIJCOSX wB97M-V def2-TZVPD def2/J DEFGRID3
* xyz 0 1
C 0.6307 -2.2070 2.2553
S 2.1251 -1.1486 2.0645
C 1.7551 -0.4963 0.4128
H 0.9267 -3.1768 2.6799
H -0.0626 -1.7733 2.9723
H 0.1407 -2.3405 1.2853
H 2.2397 0.3875 -0.0291
H 0.6874 -0.2495 0.4611
H 1.8918 -1.3518 -0.2564
C -0.6771 1.5465 -1.0604
O -1.1632 0.9600 0.1977
C -1.5636 1.1450 -2.2546
H 0.3926 1.2665 -1.0560
H -0.7730 2.6247 -0.8338
H -1.1905 1.7097 0.7926
H -2.4759 0.6591 -1.8812
H -1.1655 0.3652 -2.9218
H -1.7185 2.0797 -2.8283
*
```

Computed properties:
- max |F| (eV Å⁻¹) = 1.6
- SMILES = CCO.CSC
- ΔE to the lowest compared entry with this formula, charge and spin (kJ/mol) = 132.8
- frontier orbital gap (eV) = 9.0559
- DFT total energy (eV) = -17224.168
- LUMO (eV) = 0.836

---

A 2-piece molecular cluster, C3H3Br2NO overall at a distorted geometry. Source: OMol25; level of theory: wB97M-V/def2-TZVPD.

```
! RIJCOSX wB97M-V def2-TZVPD def2/J DEFGRID3
* xyz 0 1
C -2.8234 0.1579 0.7650
C 0.2126 -0.6101 1.2554
C -0.6807 -1.5541 0.9688
N -2.4540 0.4300 1.8379
O -2.1316 0.3781 2.9693
Br -3.3099 0.5798 -0.8742
Br -1.0540 -2.1494 -0.7891
H 0.3112 -0.2245 2.3401
H 0.8324 -0.1602 0.5797
H -1.1203 -2.3754 1.7567
*
```

Computed properties:
- max |F| (eV Å⁻¹) = 4.0
- SMILES = [O-][N+]#CBr.C=CBr
- ΔE to the lowest compared entry with this formula, charge and spin (kJ/mol) = 402.1
- frontier orbital gap (eV) = 9.4121
- DFT total energy (eV) = -146776.999
- LUMO (eV) = 0.156